(1)
Here is a 2-piece molecular cluster, C14H18Cl2FN2O3S overall in a non-equilibrium geometry from the OMol25 dataset. Energies are from ωB97M-V/def2-TZVPD.

```
41
Properties=species:S:1:pos:R:3:nbo_charge:R:1
C -1.46027 3.19069 -1.12278 -0.315
C -0.59466 1.94948 -1.01299 -0.315
C -1.38065 0.52002 -1.32003 0.236
C -2.00125 -0.23028 -0.03876 0.051
C -1.92002 0.24970 1.52096 -0.483
C -1.82396 -0.96601 2.62123 -0.424
C -1.64480 -0.27223 4.13152 -0.525
S 0.05983 0.52656 4.34681 -0.118
C -2.71250 -1.60357 -0.53654 0.434
F -3.36288 -2.58381 0.36544 -0.300
C -2.67282 -1.84217 -2.11404 -0.040
N -2.07043 -1.06457 -3.19448 -0.113
N -1.47069 0.02266 -2.68187 -0.142
C -0.76328 0.86542 -3.76931 -0.334
C 0.89375 0.63176 -3.74520 0.767
O 1.71521 1.47269 -4.38032 -0.496
O 1.33418 -0.53761 -2.92650 -0.568
C 2.79168 -0.71877 -2.99823 0.782
C 3.62763 -0.67899 -1.55967 -0.735
O 3.51598 -0.95921 -4.09386 -0.488
H -2.41014 3.16186 -1.82361 0.227
H -1.21600 4.14495 -0.49113 0.260
H 0.54598 1.98439 -0.73195 0.285
H -0.91960 0.88622 1.63672 0.273
H -2.81697 0.99976 1.73840 0.273
H -2.88098 -1.51657 2.66746 0.244
H -0.96323 -1.73797 2.42320 0.242
H -2.44280 0.59591 4.29667 0.231
H -1.74496 -1.13373 4.93936 0.246
H 0.06413 1.29617 5.54179 0.179
H -3.23028 -2.83186 -2.48875 0.278
H -1.07491 0.49814 -4.86341 0.306
H -1.06588 1.99714 -3.73910 0.293
H 3.15281 -1.41791 -0.75088 0.242
H 3.65399 0.38913 -1.08225 0.254
H 4.73060 -1.09886 -1.73933 0.279
C 3.76725 -0.94043 3.48680 -0.394
Cl 3.66758 -1.11596 1.73054 -0.045
Cl 3.11796 0.61893 4.00807 -0.008
H 3.19137 -1.74099 3.95752 0.228
H 4.81401 -1.01011 3.79247 0.235
```

Calculated values
HOMO: -11.62 eV
Total charge: +1
HOMO-LUMO gap: 6.33 eV

***

(2)
Here is C24H27ClN4NiSSe as an isolated structure in a non-equilibrium geometry from the OMol25 dataset. Energies are from ωB97M-V/def2-TZVPD.

```
59
Properties=species:S:1:pos:R:3:nbo_charge:R:1
Ni -0.69097 1.21373 -0.67574 0.810
C 1.21933 4.97873 0.43416 -0.688
C 0.83373 3.65723 -0.16294 0.236
N -0.39127 3.35223 -0.46684 -0.263
N -1.39557 4.24573 -0.35734 -0.441
C -2.46987 4.17453 -1.19004 0.269
N -3.46057 5.07343 -0.96454 -0.786
S -2.56367 3.07583 -2.41754 -0.189
C 1.80893 2.63803 -0.51524 0.170
C 3.11893 2.59113 -0.03244 -0.218
C 3.95993 1.57993 -0.45344 -0.146
C 3.48813 0.65613 -1.38004 -0.232
C 2.17263 0.75283 -1.79724 0.083
N 1.33063 1.67683 -1.35134 -0.472
H 0.75773 5.10013 1.41526 0.234
H 0.88803 5.79593 -0.21294 0.234
H 2.29263 5.06643 0.55196 0.240
H -1.29317 5.06123 0.24156 0.376
H -3.33357 5.85953 -0.34594 0.385
H -4.17997 5.14113 -1.66424 0.424
H 3.46713 3.31203 0.69126 0.220
H 4.96493 1.50083 -0.06484 0.225
H 4.12793 -0.12467 -1.75854 0.233
H 1.77103 0.05193 -2.51744 0.214
Cl -4.24187 -4.56847 2.01106 -0.016
C -3.76787 -2.99277 1.46866 -0.059
C -3.19867 -2.09867 2.36606 -0.222
C -2.82267 -0.84877 1.93196 -0.219
C -3.01837 -0.44227 0.59666 0.054
C -2.64317 0.86213 0.12936 -0.677
C -3.60487 -1.37787 -0.27954 -0.237
C -3.97617 -2.63247 0.14506 -0.242
H -3.05627 -2.39147 3.39566 0.221
H -2.36997 -0.15597 2.62746 0.219
H -2.63137 1.63063 0.91186 0.197
H -3.16837 1.15443 -0.78504 0.209
H -3.78287 -1.08527 -1.30434 0.208
H -4.42697 -3.34007 -0.53454 0.221
C 2.24743 -5.48237 -0.56994 -0.622
C 1.88493 -4.06397 -0.24634 -0.027
C 2.44813 -3.40287 0.83696 -0.217
C 2.05113 -2.12837 1.20006 -0.075
C 2.67953 -1.46057 2.38326 -0.631
C 1.03803 -1.48667 0.46606 -0.090
Se 0.34983 0.15483 1.15616 -0.294
C 0.51173 -2.10657 -0.67714 -0.083
C -0.55137 -1.51477 -1.55344 -0.594
C 0.94893 -3.38187 -1.00824 -0.216
H 3.16143 -5.78587 -0.06534 0.210
H 2.37343 -5.62547 -1.64144 0.211
H 1.45093 -6.15157 -0.24244 0.218
H 3.19593 -3.90277 1.43676 0.197
H 3.50053 -2.05427 2.77566 0.206
H 1.93953 -1.31747 3.17116 0.226
H 3.05073 -0.47447 2.10636 0.219
H -1.51817 -1.94327 -1.28034 0.240
H -0.35727 -1.74477 -2.60114 0.209
H -0.63397 -0.40157 -1.46054 0.143
H 0.51513 -3.86937 -1.87184 0.198
```

Calculated values
HOMO (alpha / beta): -6.48 / -6.48 eV
Total charge: 0
HOMO-LUMO gap (alpha / beta): 5.75 / 5.75 eV

***

(3)
Here is a single C29H38Cl2N4O4 molecule from the OMol25 dataset. Energies are from ωB97M-V/def2-TZVPD.

```
77
Properties=species:S:1:pos:R:3:nbo_charge:R:1
O 1.20888 -4.86046 -3.36683 -0.603
C 0.28018 -4.11242 -3.14460 0.651
C -1.04060 -4.58362 -2.54059 -0.160
O -1.71209 -3.63714 -1.73598 -0.487
C -1.72067 -2.35357 -2.20738 0.278
C -2.70332 -1.46894 -1.76149 -0.058
C -3.70576 -1.93972 -0.74939 -0.428
C -3.07801 -1.96786 0.64782 -0.204
N -2.96320 -0.61812 1.17708 -0.639
C -2.15790 -0.52505 2.37762 -0.211
C -0.64389 -0.41138 2.12493 -0.267
N -0.26937 0.83216 1.46585 -0.455
C 0.01454 0.76004 0.14419 0.709
O 0.08909 -0.31769 -0.43677 -0.673
C 0.23682 2.03702 -0.65592 -0.508
C 1.65621 2.06524 -1.23564 -0.204
N 1.77397 1.06256 -2.27681 -0.683
C 3.11629 0.80249 -2.74732 -0.208
C 4.11842 0.25404 -1.69758 -0.453
C 3.47097 -0.75779 -0.79721 -0.001
C 2.91818 -1.92533 -1.31246 -0.163
C 2.25881 -2.82151 -0.49493 -0.208
C 2.14566 -2.56930 0.86282 -0.073
Cl 1.30150 -3.67720 1.87853 0.026
C 2.72213 -1.42253 1.39338 -0.048
Cl 2.65167 -1.10924 3.08719 0.018
C 3.37205 -0.52297 0.56706 -0.238
C -0.20330 2.07582 2.22878 -0.019
C 0.16912 1.87153 3.69877 -0.408
C 0.38418 3.23329 4.35803 -0.394
C -0.87578 4.08789 4.25979 -0.397
C -1.29384 4.25761 2.80245 -0.398
C -1.50149 2.89398 2.14898 -0.418
C -2.67027 -0.16394 -2.22840 -0.204
C -1.69087 0.27055 -3.10567 -0.286
C -0.70268 -0.60290 -3.52982 0.282
O 0.31404 -0.24120 -4.36836 -0.700
C -0.73119 -1.92345 -3.08454 0.090
N 0.28720 -2.80282 -3.45549 -0.608
H -0.86047 -5.45603 -1.90874 0.224
H -1.68674 -4.88995 -3.38114 0.194
H -4.02374 -2.95160 -1.00403 0.225
H -4.57430 -1.28074 -0.73498 0.217
H -3.72387 -2.52880 1.33202 0.187
H -2.11082 -2.48779 0.58328 0.177
H -2.56500 -0.01618 0.46064 0.355
H -2.50578 0.34090 2.94829 0.180
H -2.33951 -1.41568 2.98466 0.199
H -0.33943 -1.21664 1.45280 0.253
H -0.10024 -0.51932 3.06199 0.212
H 0.05195 2.94670 -0.09481 0.216
H -0.46719 1.99365 -1.48980 0.246
H 1.85155 3.04745 -1.68469 0.192
H 2.37536 1.92178 -0.41319 0.164
H 1.36353 0.20028 -1.91686 0.405
H 3.02222 0.08152 -3.56288 0.198
H 3.51961 1.73214 -3.16262 0.192
H 4.95335 -0.20124 -2.23388 0.225
H 4.51557 1.07501 -1.09879 0.206
H 3.00803 -2.14342 -2.36525 0.208
H 1.83235 -3.72273 -0.90532 0.238
H 3.80765 0.36361 1.00435 0.224
H 0.60800 2.67183 1.79420 0.196
H -0.62839 1.34679 4.22581 0.201
H 1.08452 1.28209 3.77313 0.222
H 0.65462 3.08991 5.40555 0.213
H 1.21308 3.74998 3.86838 0.193
H -0.69777 5.06504 4.71234 0.210
H -1.68419 3.60539 4.81324 0.196
H -2.21651 4.83775 2.74417 0.213
H -0.51883 4.80889 2.26372 0.191
H -2.30288 2.36826 2.66781 0.206
H -1.81035 3.01407 1.10913 0.210
H -3.43048 0.52859 -1.89701 0.214
H -1.68343 1.29250 -3.45780 0.212
H 0.50643 0.69718 -4.24078 0.508
H 1.07642 -2.39927 -3.94305 0.428
```

Calculated values
HOMO: -8.11 eV
Energy above the lowest of the compared OMol25 structures with the same formula, charge and spin: 30.9 kJ/mol
Total charge: 0
Structure (SMILES): O=C1COc2c(CCNCCN(C(=O)CCNCCc3ccc(Cl)c(Cl)c3)C3CCCCC3)ccc(O)c2N1
HOMO-LUMO gap: 8.63 eV